(1)
Below is C20H50N2O6 as an isolated structure in a non-equilibrium geometry, with properties calculated with the ωB97M-V functional and the def2-TZVPD basis.

```
78
Properties=species:S:1:pos:R:3:mulliken_charge:R:1
C -2.39903 0.97937 -0.47188 -0.79
O -1.32409 1.44233 0.36495 -0.13
H -3.17172 1.71921 -0.68084 0.37
H -2.00768 0.48607 -1.36159 -0.61
H -2.90236 0.16114 0.04317 0.34
H -0.71550 0.70573 0.45783 0.99
C -1.24664 -1.59442 1.74805 -0.92
O -1.17773 -0.22676 1.60838 -0.49
H -0.71259 -1.93470 2.63522 0.44
H -2.31844 -1.76783 1.84436 0.25
H -0.90772 -2.17439 0.88963 0.77
H -0.30188 0.03123 1.90490 -0.38
O 0.01314 -0.07118 -0.10350 0.27
H -0.22086 -0.99466 -0.01040 0.27
H 0.77707 -0.07414 -0.68025 0.55
O -1.55632 2.45260 1.97741 -0.97
H -1.35414 1.95726 1.18368 0.54
H -2.11857 1.86956 2.48748 0.27
C -3.06092 -4.42526 -1.57520 -2.00
C -2.44667 -3.01835 -1.76692 1.35
C -1.03183 -3.01063 -1.11868 -1.11
C -0.22315 -1.81346 -1.54388 -0.96
C -0.03865 -1.57645 -3.06584 -1.63
C -1.41331 -1.68285 -3.79274 1.16
N -2.33338 -2.71226 -3.21790 0.26
O -3.44834 -3.07976 -4.06020 -0.48
C -1.97619 -0.14445 -3.80519 -1.41
C -1.00293 -2.03651 -5.33233 -1.75
C -3.33063 -1.93960 -1.13951 -1.32
H -4.00347 -4.54839 -2.10864 0.37
H -3.26709 -4.58095 -0.51626 0.36
H -2.38931 -5.15743 -2.02351 0.45
H -1.12854 -2.90407 -0.03822 -0.21
H -0.51771 -3.95357 -1.30480 0.54
H 0.77555 -1.89582 -1.11502 0.96
H -0.56086 -0.95685 -0.96056 -0.49
H 0.60753 -2.36077 -3.46002 0.56
H 0.42560 -0.61331 -3.27784 0.49
H -2.98645 -0.03580 -4.19973 0.34
H -1.99484 0.27497 -2.79929 0.42
H -1.27673 0.48250 -4.35817 0.45
H -0.11583 -1.47953 -5.63388 0.37
H -0.73407 -3.08828 -5.43031 0.45
H -1.87351 -1.82938 -5.95465 0.39
H -4.29756 -1.90270 -1.64129 0.49
H -2.79435 -0.99416 -1.22105 0.14
H -3.47736 -2.11983 -0.07458 0.28
H -4.17008 -2.60846 -3.63765 0.38
C 5.10084 1.62864 1.58963 -1.85
C 3.84484 1.65067 2.48723 1.69
C 3.72291 3.01383 3.26284 -1.26
C 3.01296 4.12827 2.46733 -0.77
C 1.64108 3.79252 1.84528 -1.01
C 1.33381 2.23113 1.73248 2.10
N 2.62464 1.50853 1.61926 0.00
O 2.38455 0.25485 1.05619 -0.34
C 0.58798 1.70714 3.05560 -1.81
C 0.43544 2.12430 0.45695 -1.61
C 3.95998 0.42128 3.40158 -1.79
H 5.07581 2.49819 0.93286 0.38
H 5.11061 0.76624 0.92308 0.36
H 5.96552 1.56335 2.25006 0.45
H 3.53915 2.81501 4.31869 0.45
H 4.74269 3.37455 3.39720 0.49
H 3.70857 4.40634 1.67556 0.39
H 2.92181 5.04599 3.04834 0.39
H 1.57234 4.35602 0.91476 0.25
H 0.83811 4.16319 2.48240 0.45
H 0.45379 0.62835 3.13508 0.68
H 1.21399 2.03570 3.88522 0.56
H -0.43970 2.05947 3.14410 0.34
H -0.38057 2.84260 0.53626 0.59
H 0.87284 2.53952 -0.45100 0.62
H 0.13507 1.08468 0.32629 -0.83
H 4.51494 0.69129 4.30002 0.40
H 4.26653 -0.53729 2.98290 0.40
H 2.98272 0.04489 3.70390 0.38
H 1.98688 -0.09423 1.85719 0.28
```

Calculated values
energy relative to the best compared isomer or geometry (same formula, charge and spin) = 2072.47 kJ/mol
total energy = -1352.09889 Eh
spin multiplicity = 1
HOMO energy = -7.5 eV

=====

(2)
Below is a 2-piece molecular cluster, CH3N overall in a non-equilibrium geometry, with properties calculated with the ωB97M-V functional and the def2-TZVPD basis.

```
5
Properties=species:S:1:pos:R:3:mulliken_charge:R:1
C -0.28566 0.05821 -0.07432 -0.22
N 0.90072 -0.16935 -0.00544 -0.36
H -1.21574 -0.96504 1.10911 0.05
H -1.03421 0.67990 -0.49244 0.26
H 1.63489 0.39627 -0.53690 0.26
```

Calculated values
energy relative to the best compared isomer or geometry (same formula, charge and spin) = 289.26 kJ/mol
total energy = -94.51301 Eh
spin multiplicity = 1
HOMO energy = -8.9 eV

=====

(3)
Below is one molecule with the formula C3H3NO3 in a non-equilibrium geometry, with properties calculated with the ωB97M-V functional and the def2-TZVPD basis.

```
10
Properties=species:S:1:pos:R:3:mulliken_charge:R:1
C 1.11334 0.01470 0.14034 0.57
C -0.92184 -1.03600 0.29873 -0.18
C 0.04426 1.12531 0.14530 -0.03
H -1.45494 -1.91964 0.04852 0.31
H -0.97760 -1.04573 1.48436 0.26
H 0.62192 2.07442 -0.00347 0.35
N -1.17550 1.25777 -0.16125 -0.23
O 2.34328 0.09387 0.05886 -0.50
O 0.45498 -1.07007 -0.44598 -0.34
O -1.72020 -0.09099 -0.10124 -0.21
```

Calculated values
energy relative to the best compared isomer or geometry (same formula, charge and spin) = 447.06 kJ/mol
total energy = -396.45416 Eh
spin multiplicity = 1
HOMO energy = -11.2 eV
SMILES = O=C1C=NOCO1

=====

(4)
Below is a 2-piece molecular cluster, CH6O2 overall in a non-equilibrium geometry, with properties calculated with the ωB97M-V functional and the def2-TZVPD basis.

```
9
Properties=species:S:1:pos:R:3:mulliken_charge:R:1
O -1.36394 -0.31888 0.08252 -0.53
C 0.00000 0.00000 0.00000 -0.24
H -1.85087 0.13339 -0.63772 0.30
H 0.55516 -0.59822 0.74198 -0.11
H 0.17698 1.06896 0.20643 0.28
H 0.39137 -0.23386 -1.00436 0.23
O 1.62799 -1.54515 1.38920 -0.63
H 1.39654 -0.73115 1.89129 0.38
H 1.79520 -2.22434 2.08130 0.32
```

Calculated values
energy relative to the best compared isomer or geometry (same formula, charge and spin) = 95.73 kJ/mol
total energy = -192.12173 Eh
spin multiplicity = 1
HOMO energy = -10.0 eV
SMILES = CO.O

=====

(5)
Below is a 2-piece molecular cluster, C10H15NO overall in a non-equilibrium geometry, with properties calculated with the ωB97M-V functional and the def2-TZVPD basis.

```
27
Properties=species:S:1:pos:R:3:mulliken_charge:R:1
C -1.17865 1.96412 -1.80055 -1.53
C -1.64190 2.13752 1.98939 -0.46
C -1.92425 2.26933 0.62099 -0.40
C -0.46885 1.61594 2.40531 -0.60
C -0.95574 1.99447 -0.32183 0.86
C 0.49520 1.15624 1.45675 -0.44
C 0.27324 1.45724 0.10893 -0.23
H -2.30698 2.42519 2.81723 0.31
H -2.90798 2.63837 0.30204 0.32
H -0.13602 1.54592 3.41823 0.39
H 1.41539 0.64319 1.76148 0.23
H -1.64422 1.10947 -2.32661 0.28
H -0.50670 2.43340 -2.44809 0.41
H 1.03443 1.04888 -0.53873 0.52
H -2.15211 2.59641 -1.98877 0.33
C 0.97252 -2.77343 -1.14691 -0.53
C -0.17522 -1.70577 -1.14348 -0.89
C 1.81742 -2.95065 0.11864 0.44
O 2.15019 -4.00799 0.59569 -0.62
N 2.18759 -1.81730 0.88956 -0.29
H 0.49982 -3.75258 -1.42841 0.29
H 1.59645 -2.72693 -2.06097 0.37
H 0.12847 -0.85832 -1.65874 0.18
H 2.83212 -1.90907 1.64115 0.19
H 2.05535 -0.90231 0.49641 0.16
H -0.43079 -1.47667 -0.10548 0.30
H -1.02878 -2.15465 -1.65323 0.41
```

Calculated values
energy relative to the best compared isomer or geometry (same formula, charge and spin) = 133.80 kJ/mol
total energy = -520.00998 Eh
spin multiplicity = 1
HOMO energy = -9.3 eV
SMILES = Cc1ccccc1.CCC(N)=O

=====

(6)
Below is a 10-piece molecular cluster, C39H87FO15 overall in a non-equilibrium geometry, with properties calculated with the ωB97M-V functional and the def2-TZVPD basis.

```
142
Properties=species:S:1:pos:R:3:mulliken_charge:R:1
C -0.75674 2.78736 8.04060 -0.08
C -1.16793 1.35364 8.28442 0.25
O -1.56969 0.93106 7.00956 -0.30
C -2.03824 1.99602 6.34807 0.68
O -2.73162 2.02662 5.33018 -0.59
O -1.74377 3.10133 7.08711 -0.35
F -2.17701 1.14961 9.14216 -0.29
H 0.20571 2.92428 7.54760 -0.01
H -0.89215 3.41509 8.92135 0.32
H -0.29334 0.81783 8.65333 0.32
C 1.38852 1.83890 4.05171 -0.57
C 2.68388 2.64087 4.30271 -0.54
O 2.26659 3.57588 5.30587 -0.15
C 3.32754 4.34582 5.89286 -0.35
C 2.64538 4.86331 7.15560 -1.12
H 0.77924 2.58506 3.54168 0.31
H 1.56925 0.99880 3.38114 0.03
H 0.98356 1.50594 5.00735 0.21
H 3.32008 1.90310 4.79165 0.29
H 3.14021 3.02928 3.39221 0.35
H 4.18909 3.74473 6.18358 0.31
H 3.70719 5.15437 5.26819 0.32
H 2.30013 4.05355 7.79841 0.21
H 1.77710 5.47682 6.91519 0.30
H 3.37300 5.48497 7.67734 0.42
C -3.99967 -2.41662 0.57415 -0.12
C -5.20629 -3.07625 -0.17558 -0.82
O -5.11985 -2.99665 -1.58353 -0.21
C -5.66699 -1.80522 -2.09820 -0.27
C -5.35518 -1.78608 -3.59391 -1.22
H -3.04371 -2.85971 0.29503 -0.16
H -3.89349 -1.38682 0.23304 -0.09
H -4.14023 -2.38965 1.65471 0.47
H -5.26999 -4.11048 0.16267 0.37
H -6.16703 -2.63741 0.09367 0.46
H -6.74982 -1.85369 -1.98318 0.31
H -5.19916 -0.96453 -1.58587 0.35
H -4.27317 -1.80577 -3.72422 0.13
H -5.73728 -0.85062 -4.00258 0.45
H -5.84114 -2.61464 -4.10911 0.41
C 3.08086 -2.04486 5.18660 -0.92
C 1.76695 -2.76204 4.77967 -0.40
O 1.59658 -2.82902 3.39468 -0.14
C 0.42631 -3.42197 3.02366 -0.82
C 0.30452 -3.51246 1.52202 -0.29
H 3.92275 -2.62838 4.81400 0.31
H 3.08137 -1.06245 4.71441 -0.01
H 3.14397 -1.88350 6.26274 0.39
H 1.88163 -3.78557 5.13653 0.31
H 0.87852 -2.33633 5.24609 0.38
H 0.40947 -4.40175 3.50100 0.40
H -0.49842 -2.95175 3.35812 0.32
H 0.18901 -2.53328 1.05730 -0.26
H -0.55765 -4.15256 1.33483 0.35
H 1.19535 -3.94937 1.07075 0.38
C 0.01459 3.73351 0.41246 -0.94
C 0.59909 3.38794 -0.95234 0.36
O 1.82976 4.13285 -1.07290 -0.48
C 2.80456 3.91488 -2.07897 -0.32
C 2.19848 3.78692 -3.44042 -0.75
H -0.19757 4.79532 0.53754 0.42
H -0.86471 3.10543 0.55546 0.05
H 0.70211 3.42157 1.19866 0.18
H 0.83256 2.33382 -1.10206 0.17
H -0.02664 3.68010 -1.79567 0.01
H 3.48648 4.76502 -2.06048 0.33
H 3.37085 3.02070 -1.81848 0.19
H 2.99266 3.56424 -4.15301 0.33
H 1.63878 4.65154 -3.79716 0.25
H 1.56397 2.90077 -3.45594 0.17
C 0.72909 -5.92540 -1.94591 -1.65
C -0.41191 -4.93267 -2.05039 0.91
O -1.47410 -5.66487 -2.63362 -0.44
C -2.70672 -5.02523 -2.49235 0.54
C -3.64663 -5.67756 -3.45689 -1.45
H 0.89445 -6.36378 -2.93007 0.41
H 1.65364 -5.44484 -1.62595 0.38
H 0.47945 -6.76163 -1.29284 0.39
H -0.59155 -4.43872 -1.09549 -0.16
H -0.20741 -4.13668 -2.76641 0.02
H -3.10158 -5.12784 -1.48157 0.14
H -2.68379 -3.94021 -2.59382 -0.15
H -4.58808 -5.13107 -3.40105 0.39
H -3.83272 -6.69280 -3.10653 0.35
H -3.18082 -5.65902 -4.44217 0.35
C -2.38107 0.98701 2.07837 -1.61
C -1.37820 0.14735 1.37431 0.40
O -1.66225 0.14891 0.02384 -0.02
C -1.02160 -0.82260 -0.76377 1.29
C -1.53727 -0.47152 -2.12331 -0.88
H -3.38010 0.55321 2.03506 0.34
H -2.14835 1.20116 3.12148 0.24
H -2.42459 1.96320 1.59540 0.32
H -0.36533 0.48934 1.58704 0.18
H -1.58423 -0.83587 1.79731 0.06
H 0.05489 -0.68108 -0.66766 -0.20
H -1.28585 -1.83191 -0.44822 -0.66
H -1.36570 -1.26717 -2.84829 0.20
H -1.11537 0.50130 -2.37577 0.39
H -2.61729 -0.34776 -2.04371 -0.03
O 5.44642 0.72828 0.91340 -0.63
C 4.71046 -0.16965 0.43266 0.40
O 5.09188 -1.16249 -0.36610 -0.14
C 6.41701 -1.19444 -0.77930 -0.23
C 6.54876 -2.18598 -1.93606 -1.22
C 3.27533 -0.44147 1.00385 -0.10
H 7.07825 -1.46905 0.04255 0.31
H 6.77590 -0.22864 -1.13500 0.31
H 5.90025 -1.93258 -2.77471 0.27
H 6.22813 -3.21173 -1.75405 0.32
H 7.59999 -2.24811 -2.21738 0.38
H 2.76167 0.51613 1.08898 0.11
H 3.32452 -0.92910 1.97746 0.04
H 2.64607 -1.08929 0.39355 0.14
O 2.97575 -2.36002 -5.77336 -0.59
C 2.25209 -1.57270 -5.17591 0.18
O 2.07533 -0.24938 -5.45717 -0.10
C 2.61241 0.18342 -6.69148 -0.22
C 2.36551 1.66354 -6.76956 -1.03
C 1.45319 -2.01776 -3.97607 -0.39
H 2.17999 -0.38573 -7.51439 0.35
H 3.70169 0.14433 -6.68606 0.27
H 1.34728 1.90129 -6.46169 0.27
H 2.49875 2.00339 -7.79662 0.42
H 2.98747 2.28586 -6.12614 0.14
H 1.48938 -1.21893 -3.23535 0.17
H 1.88281 -2.91499 -3.53053 0.29
H 0.41142 -2.13479 -4.27462 0.21
O -4.89133 3.21127 -4.67672 -0.60
C -3.88675 2.81075 -4.15177 0.26
O -2.93166 3.48837 -3.50649 -0.13
C -2.87148 4.90724 -3.63502 -0.33
C -3.23547 5.60460 -2.32956 -0.90
C -3.69836 1.27171 -4.15461 0.01
H -3.40666 5.33397 -4.48331 0.44
H -1.80204 5.10901 -3.69570 0.19
H -3.13064 6.66754 -2.54696 0.39
H -2.55510 5.29164 -1.53757 0.09
H -4.21487 5.25351 -2.00458 0.32
H -3.99167 0.84611 -5.11426 0.44
H -4.26897 0.90418 -3.30172 -0.15
H -2.66043 1.08965 -3.87595 -0.02
```

Calculated values
energy relative to the best compared isomer or geometry (same formula, charge and spin) = 274.35 kJ/mol
total energy = -2766.50166 Eh
spin multiplicity = 1
HOMO energy = -9.5 eV
SMILES = O=C1OC[C@@H](F)O1.CCOC(C)=O.CCOC(C)=O.CCOC(C)=O.CCOCC.CCOCC.CCOCC.CCOCC.CCOCC.CCOCC

=====

- What is the HOMO energy in the fourth record?
  -10.0 eV